1.
{
  "formula": "C10H26BO4",
  "method": "wB97M-V/def2-TZVPD",
  "symbols": ["B", "C", "C", "C", "O", "C", "H", "H", "H", "H", "H", "H", "H", "H", "H", "H", "H", "H", "C", "O", "C", "C", "O", "C", "C", "O", "C", "H", "H", "H", "H", "H", "H", "H", "H", "H", "H", "H", "H", "H", "H"],
  "xyz": [[-3.209, -1.645, 4.462], [-2.430, -3.042, 4.065], [-0.880, -2.995, 4.159], [-0.196, -1.877, 3.352], [-0.103, -2.142, 1.955], [-1.312, -1.814, 1.284], [-4.397, -1.750, 4.264], [-2.938, -1.250, 5.582], [-2.807, -0.768, 3.706], [-2.802, -3.387, 3.087], [-2.755, -3.814, 4.798], [-0.548, -2.944, 5.205], [-0.481, -3.945, 3.755], [0.855, -1.836, 3.690], [-0.608, -0.881, 3.553], [-1.079, -1.546, 0.243], [-1.811, -0.994, 1.811], [-1.972, -2.689, 1.260], [2.456, 0.471, -5.282], [1.851, 1.374, -4.385], [0.433, 1.336, -4.464], [-0.191, 1.825, -3.170], [-0.188, 0.853, -2.135], [1.059, 0.605, -1.492], [1.484, 1.718, -0.555], [2.055, 2.800, -1.285], [1.968, 4.017, -0.580], [2.203, 0.721, -6.319], [3.535, 0.544, -5.155], [2.149, -0.557, -5.063], [0.087, 0.318, -4.670], [0.126, 1.995, -5.288], [-1.247, 2.024, -3.368], [0.258, 2.762, -2.837], [1.837, 0.367, -2.218], [0.895, -0.291, -0.889], [2.245, 1.340, 0.137], [0.610, 2.060, 0.010], [0.921, 4.280, -0.389], [2.412, 4.796, -1.200], [2.516, 3.961, 0.367]],
  "lowdin_charge": [-0.50, -0.31, -0.23, -0.27, -0.21, -0.12, -0.03, -0.02, -0.03, 0.05, 0.06, 0.10, 0.09, 0.10, 0.10, 0.07, 0.07, 0.08, -0.12, -0.20, -0.20, -0.18, -0.13, -0.17, -0.19, -0.21, -0.12, 0.08, 0.09, 0.09, 0.13, 0.12, 0.13, 0.12, 0.12, 0.12, 0.13, 0.13, 0.09, 0.08, 0.09],
  "e_tot_ha": -722.33478,
  "homo_lumo_gap_ha": 0.24953,
  "homo_energy_ev": -4.29,
  "total_charge": -1,
  "lumo_energy_ev": 2.50
}

---

2.
{
  "formula": "C3H11NS2",
  "method": "wB97M-V/def2-TZVPD",
  "symbols": ["C", "S", "S", "H", "H", "H", "H", "C", "C", "N", "H", "H", "H", "H", "H", "H", "H"],
  "xyz": [[2.297, 1.990, -0.578], [2.501, 0.280, 0.105], [2.521, -0.966, -1.577], [2.684, 2.041, -1.823], [1.215, 2.237, -0.634], [2.691, 2.773, 0.149], [2.667, -2.117, -0.858], [-1.956, -1.567, 0.195], [-1.977, -0.206, 0.851], [-0.753, 0.452, 0.856], [-1.562, -1.575, -0.823], [-3.013, -1.967, 0.176], [-1.562, -2.244, 0.870], [-2.477, -0.302, 1.831], [-2.682, 0.410, 0.368], [0.073, -0.188, 0.985], [-0.667, 0.949, -0.091]],
  "lowdin_charge": [-0.48, 0.31, 0.26, 0.12, -0.01, 0.04, -0.18, -0.11, -0.42, -0.04, 0.07, 0.09, 0.03, 0.11, 0.09, 0.03, 0.09],
  "e_tot_ha": -971.95422,
  "homo_lumo_gap_ha": 0.31791,
  "homo_energy_ev": -8.25,
  "relative_energy_ev": 1.7391,
  "lumo_energy_ev": 0.40
}

---

3.
{
  "formula": "C33H52CrN3O3P2",
  "method": "wB97M-V/def2-TZVPD",
  "symbols": ["C", "C", "C", "C", "C", "H", "H", "H", "N", "P", "P", "C", "H", "H", "C", "H", "C", "C", "C", "C", "C", "H", "H", "H", "C", "H", "H", "H", "C", "H", "H", "H", "C", "H", "H", "H", "C", "H", "H", "H", "C", "H", "H", "H", "C", "H", "H", "H", "C", "H", "H", "H", "C", "H", "H", "H", "C", "H", "H", "H", "C", "H", "H", "H", "C", "H", "H", "H", "Cr", "C", "O", "N", "C", "C", "C", "C", "C", "H", "C", "H", "C", "H", "H", "H", "N", "C", "C", "O", "O", "H", "H", "H", "H", "H"],
  "xyz": [[-1.332, -1.746, -1.872], [0.685, -2.773, -1.157], [-1.467, -2.661, -2.908], [0.459, -3.821, -2.080], [-0.588, -3.747, -2.976], [-2.284, -2.532, -3.615], [1.166, -4.645, -2.072], [-0.745, -4.518, -3.728], [-0.274, -1.777, -1.036], [-2.558, -0.314, 0.153], [2.282, -1.147, 0.417], [-2.377, -0.650, -1.648], [-2.086, 0.284, -2.153], [-3.345, -0.939, -2.074], [1.850, -2.672, -0.358], [2.495, -3.549, -0.270], [3.417, -0.234, -0.840], [3.311, -1.619, 1.944], [-3.426, 1.351, 0.356], [-3.667, -1.771, 0.666], [3.432, 1.250, -0.441], [3.953, 1.420, 0.507], [3.957, 1.820, -1.220], [2.420, 1.655, -0.359], [4.839, -0.807, -0.864], [5.395, -0.642, 0.063], [4.834, -1.876, -1.107], [5.397, -0.297, -1.663], [2.860, -0.393, -2.261], [3.441, 0.252, -2.939], [2.945, -1.427, -2.618], [1.818, -0.082, -2.342], [4.027, -0.369, 2.478], [3.291, 0.415, 2.687], [4.508, -0.628, 3.433], [4.800, 0.021, 1.806], [2.363, -2.112, 3.044], [1.724, -1.302, 3.404], [1.752, -2.961, 2.723], [2.980, -2.449, 3.892], [4.304, -2.751, 1.659], [5.067, -2.487, 0.923], [4.821, -2.982, 2.602], [3.788, -3.656, 1.324], [-4.106, -1.552, 2.123], [-4.622, -2.461, 2.465], [-3.244, -1.397, 2.784], [-4.810, -0.717, 2.229], [-2.870, -3.085, 0.580], [-2.623, -3.348, -0.456], [-1.949, -3.055, 1.170], [-3.506, -3.886, 0.989], [-4.903, -1.953, -0.232], [-5.495, -2.785, 0.177], [-5.554, -1.076, -0.261], [-4.632, -2.216, -1.261], [-2.680, 2.432, -0.438], [-2.630, 2.214, -1.512], [-3.223, 3.383, -0.317], [-1.666, 2.576, -0.054], [-3.385, 1.752, 1.838], [-2.346, 1.861, 2.173], [-3.883, 2.727, 1.945], [-3.891, 1.032, 2.490], [-4.872, 1.287, -0.143], [-4.937, 0.900, -1.168], [-5.517, 0.701, 0.523], [-5.276, 2.310, -0.157], [-0.102, -0.408, 0.474], [-0.543, -1.321, 2.045], [-0.819, -1.816, 3.078], [0.144, 1.035, -0.864], [0.248, 1.652, -1.862], [0.433, 2.488, -2.970], [0.234, 3.881, -2.831], [0.819, 1.951, -4.223], [0.407, 4.718, -3.933], [-0.054, 4.280, -1.856], [1.015, 2.805, -5.308], [0.958, 0.872, -4.323], [0.799, 4.180, -5.164], [0.233, 5.791, -3.825], [1.332, 2.390, -6.268], [0.935, 4.841, -6.022], [1.188, 3.188, 4.700], [0.084, 3.005, 3.730], [0.423, 1.729, 2.964], [1.311, 1.024, 3.483], [-0.231, 1.526, 1.894], [1.249, 2.362, 5.310], [1.062, 4.025, 5.266], [2.080, 3.272, 4.198], [-0.853, 2.894, 4.281], [0.041, 3.862, 3.059]],
  "mulliken_spin": [-0.01, 0.07, 0.00, 0.00, 0.00, 0.00, 0.00, 0.00, -0.17, 0.02, 0.04, 0.03, 0.00, 0.00, 0.01, 0.00, -0.02, 0.00, 0.03, 0.01, 0.01, 0.00, 0.00, 0.01, 0.00, 0.00, 0.00, 0.00, 0.02, 0.00, 0.00, 0.01, -0.01, 0.00, 0.00, 0.00, 0.03, 0.00, 0.00, 0.00, 0.00, 0.00, 0.00, 0.00, 0.00, 0.00, 0.00, 0.00, 0.02, 0.00, 0.00, 0.00, 0.00, 0.00, 0.00, 0.00, 0.03, 0.00, 0.00, 0.01, -0.01, 0.01, 0.00, 0.00, 0.00, 0.00, 0.00, 0.00, 3.68, -0.04, 0.18, -0.25, 0.18, 0.01, 0.02, 0.02, -0.01, 0.00, -0.01, 0.00, 0.01, 0.00, 0.00, 0.00, 0.00, 0.01, 0.02, 0.00, 0.02, 0.00, 0.00, 0.00, 0.00, 0.00],
  "e_tot_ha": -3405.62351,
  "homo_lumo_gap_ha": [0.20055, 0.19232],
  "multiplicity": 5,
  "homo_energy_ev": [-8.19, -8.18],
  "total_charge": 1,
  "relative_energy_ev": 0.0000,
  "lumo_energy_ev": [-2.74, -2.95],
  "s_squared": 6.038
}

---

4.
{
  "formula": "C5H9N",
  "method": "wB97M-V/def2-TZVPD",
  "symbols": ["C", "C", "C", "C", "C", "H", "H", "H", "H", "H", "H", "H", "H", "H", "N"],
  "xyz": [[-0.154, 0.642, 0.719], [-1.313, -0.268, 0.398], [0.085, -0.727, 0.075], [0.433, -0.837, -1.371], [0.791, 0.142, -2.168], [-0.373, 0.384, 2.798], [1.205, 0.868, 2.227], [-0.008, 1.517, 0.024], [-1.918, -0.829, 1.146], [-1.972, -0.025, -0.406], [0.486, -1.493, 0.694], [0.323, -1.842, -1.805], [1.047, -0.030, -3.220], [0.946, 1.163, -1.824], [0.174, 0.939, 2.064]],
  "lowdin_charge": [-0.37, -0.09, -0.25, -0.17, -0.01, 0.11, 0.09, 0.14, 0.11, 0.09, 0.12, 0.11, 0.06, 0.05, 0.01],
  "e_tot_ha": -250.59957,
  "homo_lumo_gap_ha": 0.36428,
  "homo_energy_ev": -8.67,
  "relative_energy_ev": 1.8332,
  "lumo_energy_ev": 1.24
}